Computed, not measured: 2 unconnected molecules or ions with the total composition C3H10NOS, with ωB97M-V/def2-TZVPD.

XYZ file:
```
16
C3H10NOS, DFT ωB97M-V/def2-TZVPD
C 3.369 -1.813 0.634
S 2.402 -0.280 0.871
C 0.643 -0.834 1.007
H 4.104 -1.950 1.416
H 3.861 -1.588 -0.316
H 2.649 -2.647 0.669
H 0.182 -0.709 1.991
H 0.132 -0.196 0.281
H 0.544 -1.848 0.584
N -3.219 2.316 -0.663
C -2.410 1.199 -1.298
O -1.318 0.881 -0.600
H -2.757 2.229 0.253
H -2.869 3.242 -0.915
H -3.116 0.400 -1.552
H -2.196 1.597 -2.361
```

Summary:
lowest unoccupied orbital energy	3.3	eV
energy above the lowest of the compared OMol25 structures with the same formula, charge and spin	52.23	kcal/mol
charge	-1
molecular weight	108.186	g mol⁻¹

Computed, not measured: a molecular structure, C3H10NOS, with ωB97M-V/def2-TZVPD.

XYZ file:
```
16
C3H10NOS, DFT ωB97M-V/def2-TZVPD
C -1.535 -1.847 -0.815
C 2.178 2.012 0.965
C 0.017 -0.043 -0.404
N -0.798 -1.069 0.249
O -0.841 0.906 -0.905
S 1.129 0.648 1.455
H -0.917 -2.675 -0.959
H -2.475 -2.135 -0.442
H -1.483 -1.297 -1.862
H 3.003 1.561 0.296
H 2.755 2.449 1.814
H 1.755 2.915 0.493
H 0.676 -0.213 -1.185
H -0.364 -1.659 0.849
H -1.534 -0.740 0.820
H -1.566 1.189 -0.368
```

Summary:
2S+1	3
lowest unoccupied orbital energy (alpha / beta)	-3.4 / -6.4	eV
energy above the lowest of the compared OMol25 structures with the same formula, charge and spin	0.00	kcal/mol
charge	+1
molecular weight	108.186	g mol⁻¹

Computed, not measured: 2 unconnected molecules or ions with the total composition C3H10NP, with ωB97M-V/def2-TZVPD.

XYZ file:
```
15
C3H10NP, DFT ωB97M-V/def2-TZVPD
C -1.751 0.903 -1.162
P -1.244 1.417 0.336
C -1.599 -0.070 1.376
H -2.189 -0.073 -1.286
H -1.496 1.528 -1.923
H -1.809 -0.907 0.711
H -2.508 0.152 2.035
H -0.704 -0.297 2.001
C 2.030 -0.563 -0.838
N 1.679 -0.281 0.556
H 2.955 -1.248 -0.815
H 1.235 -1.220 -1.181
H 2.156 0.339 -1.446
H 0.825 0.271 0.565
H 2.418 0.049 1.072
```

Summary:
lowest unoccupied orbital energy	0.3	eV
SMILES	C=PC.CN
energy above the lowest of the compared OMol25 structures with the same formula, charge and spin	49.19	kcal/mol
charge	0
molecular weight	91.094	g mol⁻¹

Computed, not measured: a single C3H10NP molecule, with ωB97M-V/def2-TZVPD.

XYZ file:
```
15
C3H10NP, DFT ωB97M-V/def2-TZVPD
C -1.368 -1.037 -0.576
C -0.723 -0.596 0.730
N 0.401 0.209 0.670
C 0.376 1.610 0.076
P 1.770 -0.747 -0.405
H -1.557 -0.240 -1.280
H -0.728 -1.753 -1.266
H -2.210 -1.732 -0.440
H -1.527 -0.073 1.243
H -0.390 -1.524 1.271
H 1.070 2.259 0.733
H 0.520 1.730 -0.988
H -0.651 1.997 0.369
H 2.732 -0.724 0.550
H 2.286 0.622 -0.686
```

Summary:
lowest unoccupied orbital energy	1.1	eV
SMILES	CCN(C)P
energy above the lowest of the compared OMol25 structures with the same formula, charge and spin	60.59	kcal/mol
charge	0
molecular weight	91.094	g mol⁻¹

Computed, not measured: a single C3H10NPS2 molecule, with ωB97M-V/def2-TZVPD.

XYZ file:
```
17
C3H10NPS2, DFT ωB97M-V/def2-TZVPD
C -0.543 0.435 1.922
N -0.517 0.312 0.446
C -0.596 1.610 -0.215
P 0.435 -0.893 -0.116
C -0.126 -1.073 -1.852
S 0.394 -2.687 1.077
S 2.376 -0.154 -0.491
H 0.177 1.234 2.234
H -1.549 0.765 2.239
H -0.542 -0.649 2.384
H 0.369 2.220 -0.408
H -1.118 1.475 -1.146
H -1.257 2.196 0.325
H 0.471 -0.387 -2.449
H 0.205 -2.115 -2.201
H -1.279 -1.055 -1.849
H 3.099 -1.233 0.098
```

Summary:
lowest unoccupied orbital energy	0.5	eV
SMILES	CN(C)[P@](C)(=S)S
energy above the lowest of the compared OMol25 structures with the same formula, charge and spin	19.89	kcal/mol
charge	0
molecular weight	155.228	g mol⁻¹

Computed, not measured: a single C3H10NS molecule, with ωB97M-V/def2-TZVPD.

XYZ file:
```
15
C3H10NS, DFT ωB97M-V/def2-TZVPD
C -0.018 -1.060 0.115
C 0.069 0.461 0.312
C 1.199 1.104 -0.529
S 0.951 2.912 -0.520
N -1.316 -1.586 0.663
H -0.093 -1.266 -0.952
H 0.798 -1.570 0.616
H 0.173 0.708 1.364
H -0.851 0.854 -0.122
H 1.178 0.672 -1.523
H 2.172 0.922 -0.082
H 0.738 3.134 -1.797
H -2.114 -0.926 0.545
H -1.597 -2.485 0.214
H -1.290 -1.874 1.695
```

Summary:
2S+1	2
lowest unoccupied orbital energy (alpha / beta)	0.8 / 0.7	eV
energy above the lowest of the compared OMol25 structures with the same formula, charge and spin	44.32	kcal/mol
charge	0
molecular weight	92.187	g mol⁻¹

Computed, not measured: 2 unconnected molecules or ions with the total composition C3H10NS, with ωB97M-V/def2-TZVPD.

XYZ file:
```
15
C3H10NS, DFT ωB97M-V/def2-TZVPD
C 1.036 1.929 -0.531
C -1.504 1.461 -0.117
C -0.102 1.003 -0.140
N 0.673 -3.051 0.754
S 0.415 -0.553 0.275
H 0.821 2.954 -0.333
H 1.990 1.826 0.028
H 1.260 1.908 -1.574
H -1.596 2.165 -0.960
H -2.265 0.579 0.009
H -1.415 1.899 0.832
H 0.481 -3.932 1.008
H 1.139 -3.044 -0.165
H 1.533 -2.674 1.245
H -0.835 -1.191 0.579
```

Summary:
2S+1	3
lowest unoccupied orbital energy (alpha / beta)	-3.8 / -9.4	eV
energy above the lowest of the compared OMol25 structures with the same formula, charge and spin	17.86	kcal/mol
charge	+1
molecular weight	92.187	g mol⁻¹

Computed, not measured: 2 unconnected molecules or ions with the total composition C3H10NS2, with ωB97M-V/def2-TZVPD.

XYZ file:
```
16
C3H10NS2, DFT ωB97M-V/def2-TZVPD
C 2.016 0.806 3.764
C -3.149 -0.591 -3.731
C 2.062 0.523 2.336
N 1.020 0.194 1.637
S -1.267 -0.528 -3.870
S -0.590 -0.325 -2.046
H 2.194 1.810 3.951
H 2.858 0.308 4.198
H 1.099 0.597 4.420
H -3.154 -0.932 -4.757
H -3.706 0.399 -3.731
H -3.711 -1.314 -3.129
H 3.180 0.497 2.033
H 0.095 0.428 1.974
H 0.991 0.029 0.705
H -1.385 -1.911 -3.920
```

Summary:
lowest unoccupied orbital energy	-5.0	eV
energy above the lowest of the compared OMol25 structures with the same formula, charge and spin	66.93	kcal/mol
charge	+1
molecular weight	124.254	g mol⁻¹

Computed, not measured: a gas-phase ion, C3H10NS2 (charge +2), with ωB97M-V/def2-TZVPD.

XYZ file:
```
16
C3H10NS2, DFT ωB97M-V/def2-TZVPD
N -0.310 -0.983 -0.899
C -0.655 0.274 -0.063
C -1.554 -0.095 1.103
C 0.567 1.012 0.421
S 1.824 1.568 -0.823
S 2.504 -0.384 -1.346
H -1.083 -1.266 -1.503
H -0.186 -1.812 -0.236
H 0.590 -0.708 -1.404
H -1.150 0.749 -0.906
H -2.278 -0.807 0.723
H -2.043 0.819 1.551
H -1.072 -0.446 1.954
H 1.134 0.360 1.096
H 0.130 1.909 0.890
H 3.581 -0.191 -0.559
```

Summary:
2S+1	2
lowest unoccupied orbital energy (alpha / beta)	-9.9 / -13.3	eV
energy above the lowest of the compared OMol25 structures with the same formula, charge and spin	49.93	kcal/mol
charge	+2
molecular weight	124.254	g mol⁻¹

Computed, not measured: 3 unconnected molecules or ions with the total composition C3H10NS3, with ωB97M-V/def2-TZVPD.

XYZ file:
```
17
C3H10NS3, DFT ωB97M-V/def2-TZVPD
C 1.298 0.526 1.050
C 1.225 1.009 -0.276
C 1.658 0.161 -1.363
N -1.185 -2.432 -1.466
S -2.598 -0.588 1.120
S -0.602 -1.613 -2.692
S -2.178 -3.629 -1.250
H 2.055 1.050 1.609
H 0.454 0.786 1.501
H 1.513 -0.542 0.893
H 0.876 1.919 -0.682
H -3.707 0.166 1.388
H 2.027 0.620 -2.277
H 2.223 -0.698 -0.868
H -3.268 -1.449 0.486
H 0.755 -0.462 -1.696
H -2.803 -3.718 -2.596
```

Summary:
lowest unoccupied orbital energy	-5.6	eV
energy above the lowest of the compared OMol25 structures with the same formula, charge and spin	83.01	kcal/mol
charge	+1
molecular weight	156.321	g mol⁻¹

Computed, not measured: a gas-phase ion, C3H10NSi (charge +1), with ωB97M-V/def2-TZVPD.

XYZ file:
```
15
C3H10NSi, DFT ωB97M-V/def2-TZVPD
C -2.339 0.245 0.152
C -1.216 0.416 -0.529
C 0.150 0.129 0.345
N 0.441 -1.382 0.039
Si 1.758 1.172 -0.241
H -3.289 0.122 -0.324
H -2.431 -0.162 1.150
H -1.135 0.767 -1.553
H 0.173 0.188 1.411
H 0.793 -1.678 -0.863
H -0.450 -1.796 0.090
H 0.974 -1.787 0.915
H 1.893 2.537 0.408
H 2.517 0.265 0.637
H 2.161 0.963 -1.637
```

Summary:
lowest unoccupied orbital energy	-3.7	eV
SMILES	C=C[C@@H]([NH3+])[SiH3]
energy above the lowest of the compared OMol25 structures with the same formula, charge and spin	28.91	kcal/mol
charge	+1
molecular weight	88.206	g mol⁻¹

Computed, not measured: 2 unconnected molecules or ions with the total composition C3H10O, with ωB97M-V/def2-TZVPD.

XYZ file:
```
14
C3H10O, DFT ωB97M-V/def2-TZVPD
C -0.920 0.636 0.768
C -1.914 1.260 -0.284
C -1.568 0.919 -1.656
H -0.378 1.522 1.212
H -0.175 0.016 0.421
H -1.473 0.115 1.457
H -1.933 2.342 -0.055
H -2.904 1.177 0.090
H -2.550 0.975 -2.169
H -0.787 1.478 -2.182
H -1.104 -0.091 -1.640
O 4.964 -3.806 1.276
H 5.004 -2.873 0.887
H 5.736 -3.670 1.875
```

Summary:
lowest unoccupied orbital energy	0.9	eV
SMILES	CCC.O
energy above the lowest of the compared OMol25 structures with the same formula, charge and spin	27.13	kcal/mol
charge	0
molecular weight	62.112	g mol⁻¹

Computed, not measured: 2 unconnected molecules or ions with the total composition C3H10O, with ωB97M-V/def2-TZVPD.

XYZ file:
```
14
C3H10O, DFT ωB97M-V/def2-TZVPD
C 0.880 1.050 -1.155
C -0.319 0.221 -1.604
H 1.794 0.498 -1.328
H 0.974 1.972 -1.739
H 0.799 1.350 -0.115
H -1.311 0.615 -1.366
H -0.219 -0.783 -1.208
H -0.303 0.112 -2.691
C -0.683 -0.600 1.869
O 0.673 -1.076 1.766
H -1.149 -1.017 2.754
H -0.608 0.478 1.890
H -1.226 -0.809 0.938
H 0.698 -2.011 1.988
```

Summary:
lowest unoccupied orbital energy	1.0	eV
SMILES	CC.CO
energy above the lowest of the compared OMol25 structures with the same formula, charge and spin	13.89	kcal/mol
charge	0
molecular weight	62.112	g mol⁻¹

Computed, not measured: 3 unconnected molecules or ions with the total composition C3H10O2, with ωB97M-V/def2-TZVPD.

XYZ file:
```
15
C3H10O2, DFT ωB97M-V/def2-TZVPD
C 1.393 -1.294 1.115
C 2.684 -1.817 0.814
C 2.994 -3.022 0.188
H 0.872 -1.694 2.177
H 1.464 -0.292 1.031
H 0.606 -1.412 0.371
H 3.404 -1.096 0.421
H 3.574 -3.819 0.320
H 2.496 -3.155 -0.788
H -1.718 1.596 -0.546
H -3.001 1.118 -0.009
O -2.469 1.176 -0.852
H -3.937 5.361 -1.613
H -4.017 3.854 -0.941
O -4.347 4.496 -1.688
```

Summary:
2S+1	2
lowest unoccupied orbital energy (alpha / beta)	2.4 / 2.4	eV
energy above the lowest of the compared OMol25 structures with the same formula, charge and spin	90.48	kcal/mol
charge	-1
molecular weight	78.111	g mol⁻¹

Computed, not measured: 2 unconnected molecules or ions with the total composition C3H10O2, with ωB97M-V/def2-TZVPD.

XYZ file:
```
15
C3H10O2, DFT ωB97M-V/def2-TZVPD
C -2.504 0.232 -0.278
C -1.455 -0.824 -0.019
O -0.223 -0.207 -0.474
H -2.012 1.145 0.118
H -3.452 -0.039 0.137
H -2.571 0.469 -1.318
H -1.297 -1.205 0.973
H -1.614 -1.633 -0.842
H -0.073 0.664 -0.068
C 2.680 -0.078 0.081
O 1.885 0.768 0.968
H 2.919 -0.965 0.590
H 3.395 0.548 -0.348
H 2.057 -0.476 -0.734
H 2.264 1.599 1.215
```

Summary:
lowest unoccupied orbital energy	0.9	eV
SMILES	CCO.CO
energy above the lowest of the compared OMol25 structures with the same formula, charge and spin	35.53	kcal/mol
charge	0
molecular weight	78.111	g mol⁻¹

Computed, not measured: 2 unconnected molecules or ions with the total composition C3H10O2, with ωB97M-V/def2-TZVPD.

XYZ file:
```
15
C3H10O2, DFT ωB97M-V/def2-TZVPD
C -0.028 0.266 -1.746
C 1.404 0.158 -1.233
C 1.452 0.513 0.262
O 1.534 1.945 0.449
H -0.139 0.125 -2.826
H -0.664 -0.465 -1.257
H -0.469 1.238 -1.520
H 1.981 0.971 -1.693
H 1.882 -0.788 -1.431
H 2.317 0.088 0.767
H 0.583 0.133 0.818
H 0.638 2.280 0.548
O -3.320 -1.899 2.731
H -3.002 -2.780 2.942
H -4.170 -1.785 3.190
```

Summary:
lowest unoccupied orbital energy	0.9	eV
SMILES	CCCO.O
energy above the lowest of the compared OMol25 structures with the same formula, charge and spin	8.27	kcal/mol
charge	0
molecular weight	78.111	g mol⁻¹